# 1
# C20H43Br18NOPS

A cluster of 10 separate species, C20H43Br18NOPS in total (ωB97M-V with the def2-TZVPD basis set, the OMol25 dataset).

Properties
Spin multiplicity   1
Total energy   -47989.27406 Ha
HOMO   -10.98 eV
Lowest unoccupied orbital energy   -4.87 eV
Charge   +1
Maximum force   2.04 eV/A
Orbital gap   6.1 eV

Positions of all 85 atoms, in Å:
C  -3.183  3.549  0.394
Br  0.359  2.572  7.623
H  3.459  -1.923  5.435
Br  -1.582  4.419  1.061
C  -6.317  -0.921  -5.063
H  2.954  -2.331  -5.167
C  3.147  -5.646  1.780
H  -0.944  1.581  -2.565
C  -0.001  -2.420  -0.386
C  -3.252  2.128  0.882
H  3.693  -5.686  2.719
H  -2.308  1.443  -5.309
Br  1.406  -4.909  2.235
H  -3.907  -0.450  2.115
Br  -3.602  -1.867  -5.215
H  -3.172  1.908  -3.836
H  -5.610  -2.642  -4.015
C  -5.275  -1.634  -4.243
Br  -2.019  0.946  -0.046
H  -4.021  4.111  0.798
Br  1.543  -2.204  7.654
Br  3.189  -5.008  -1.022
H  4.580  -1.176  -2.768
Br  1.511  6.147  3.339
H  2.846  -4.085  6.733
H  6.064  1.450  -6.025
C  2.127  -3.424  6.257
N  2.840  -2.058  -4.200
C  3.884  -4.792  0.786
O  5.533  1.190  -5.252
H  1.256  -3.994  5.954
S  4.860  -0.256  -5.518
Br  1.142  -1.065  -1.199
H  -1.713  0.102  -3.167
H  1.631  0.679  6.680
C  1.648  7.892  2.492
H  -7.292  -1.014  -4.593
H  0.471  -2.659  0.563
H  -0.967  -1.960  -0.200
C  0.999  7.896  1.134
H  -0.502  -4.471  -0.746
H  4.925  -5.099  0.728
H  0.036  0.790  5.921
P  3.656  -0.831  -3.768
C  -1.262  1.051  -3.453
C  -3.930  -0.646  3.182
C  3.640  -0.104  -6.744
H  2.898  0.262  -3.311
Br  -5.994  0.993  -5.179
Br  -2.687  -3.105  2.403
H  2.976  -6.654  1.418
H  -3.169  3.649  -0.686
H  2.051  1.376  4.403
Br  -1.596  3.689  -4.505
Br  0.358  0.568  -4.409
H  3.840  -0.520  -7.706
C  1.552  2.081  5.064
H  -4.786  -0.143  3.626
H  0.894  -3.892  -1.674
Br  2.103  7.001  -0.197
C  -3.960  -2.116  3.497
H  2.258  2.839  5.384
H  -5.031  -1.118  -3.321
H  1.133  8.580  3.159
H  0.880  8.914  0.772
C  -0.076  -3.622  -1.274
C  2.767  -2.691  5.109
H  2.614  1.373  -5.808
C  2.532  0.503  -6.427
H  2.701  8.146  2.456
H  0.038  7.395  1.129
C  -2.197  1.847  -4.310
H  -3.004  2.044  1.936
H  3.282  -3.389  4.453
H  -3.715  -2.327  4.532
Br  -1.271  -3.303  -2.784
Br  0.231  2.980  3.951
H  -6.368  -1.288  -6.081
H  -4.242  1.713  0.705
H  -4.933  -2.539  3.262
H  1.566  0.155  -6.719
C  0.916  1.351  6.214
Br  1.437  -1.816  3.990
H  3.830  -3.734  1.018
Br  -2.367  0.220  3.947

# 2
# C20H43BrN5O7

A cluster of 3 separate species, C20H43BrN5O7 in total (ωB97M-V with the def2-TZVPD basis set, the OMol25 dataset).

Properties
Spin multiplicity   1
Total energy   -4161.83854 Ha
HOMO   -10.48 eV
Lowest unoccupied orbital energy   -4.18 eV
Charge   +1
Maximum force   0.44 eV/A
Orbital gap   6.3 eV

Positions of all 76 atoms, in Å:
H  -0.974  -3.299  -8.460
H  0.761  -2.431  3.519
H  -0.597  -1.371  3.116
C  -0.712  5.829  1.095
H  -2.780  5.326  1.031
O  -2.373  3.063  2.039
H  -1.866  -1.242  -1.716
H  0.933  0.359  2.286
N  -1.441  5.370  4.597
H  0.801  -3.380  -8.432
H  1.159  4.860  1.439
H  -2.294  2.280  -1.635
N  -1.968  4.256  2.599
C  -0.120  -3.870  -8.099
N  -1.565  3.688  5.994
C  -1.234  -2.055  -2.095
H  0.949  -5.378  3.632
C  0.969  -4.377  -6.057
C  -2.012  5.472  1.790
H  3.517  1.205  2.791
H  1.116  -0.022  4.017
O  1.591  -2.312  -4.885
C  -2.051  1.392  0.338
C  1.199  -3.667  -4.744
C  0.573  -1.363  -5.146
O  2.642  -0.683  2.812
N  -1.846  3.186  4.742
H  0.324  -3.768  -4.097
C  0.588  5.696  1.845
H  1.100  -0.474  -5.502
H  -0.785  -0.051  -4.166
C  -0.205  -0.951  -3.918
C  -1.339  4.986  5.847
C  -2.843  1.633  -0.951
H  -2.709  0.934  1.079
H  1.179  6.600  1.699
H  4.329  -0.083  1.881
C  0.425  -1.649  2.836
C  -1.533  2.709  0.905
H  0.500  -0.693  -3.118
H  -1.710  -3.006  -1.864
H  0.809  -4.748  1.535
Br  -2.241  1.404  4.589
H  2.428  -4.650  0.815
O  2.305  -4.052  2.786
C  1.275  -0.407  2.997
C  1.426  -2.787  0.929
H  -0.105  -1.701  -5.932
C  -1.757  4.251  3.902
C  2.021  -5.151  3.623
H  -2.330  6.288  2.439
H  2.046  -4.159  -4.259
H  0.872  -5.452  -5.850
H  -3.093  0.706  -1.463
H  0.056  6.522  -0.495
H  2.319  -2.159  0.940
N  -0.837  6.237  -0.094
O  0.313  -2.118  1.511
H  1.131  -2.942  -0.110
H  -0.491  2.655  1.236
O  -1.079  -1.978  -3.490
H  -1.572  3.112  6.822
H  -1.203  0.732  0.156
H  -1.097  5.624  6.684
H  1.842  -4.234  -6.704
H  -3.780  2.134  -0.699
H  2.566  -6.049  3.313
H  0.457  5.547  2.916
C  1.729  -4.152  1.500
H  2.336  -4.881  4.629
C  3.360  0.330  2.149
H  -1.617  3.504  0.162
O  -0.202  -3.904  -6.692
H  -0.161  -4.875  -8.534
H  -0.266  -2.015  -1.584
H  2.846  0.648  1.234

# 3
# C20H43Cl2N3P2Ti

A structure of composition C20H43Cl2N3P2Ti (ωB97M-V with the def2-TZVPD basis set, the OMol25 dataset).

Properties
Spin multiplicity   1
Total energy   -3404.66376 Ha
Relative energy (zero: lowest compared OMol25 entry of this formula, charge and spin)   56.99 kcal per mole
HOMO   -6.00 eV
Lowest unoccupied orbital energy   -1.36 eV
Maximum force   3.34 eV/A
Orbital gap   4.6 eV

Positions of all 71 atoms, in Å:
H  -3.449  -0.716  -2.804
H  5.554  -0.253  -2.781
H  5.515  0.512  1.338
C  3.905  2.189  -1.163
H  4.217  1.209  3.369
C  -4.138  0.956  -0.775
H  3.948  2.371  2.062
H  4.622  -1.226  2.910
H  3.181  -0.297  -2.368
C  5.194  -1.048  -2.115
C  3.784  1.330  2.368
C  5.253  2.907  -1.063
H  -4.374  -1.489  3.043
Cl  -0.458  1.185  -1.429
C  -3.711  2.058  0.197
Cl  -0.131  -1.719  1.816
H  5.926  -1.192  -1.309
H  -3.767  1.225  -1.782
H  -4.633  -2.893  -3.171
H  6.063  2.306  -1.494
H  3.172  -1.415  1.905
C  -4.694  -2.369  -2.208
H  -2.873  -0.678  2.567
H  -5.606  -1.762  -2.217
H  -5.997  0.323  -1.760
C  -3.923  -0.848  2.271
N  -0.180  3.685  5.677
H  -3.854  1.767  1.242
C  4.235  -1.133  1.886
P  3.877  0.583  -0.328
H  -4.076  -3.513  1.831
H  -2.364  -3.008  -3.211
C  -0.348  2.032  2.626
C  -5.670  0.820  -0.839
C  -3.523  -3.015  1.022
H  -6.074  0.269  0.023
H  3.723  1.943  -2.227
H  -3.667  -3.599  0.105
Ti  -1.021  -0.148  0.366
H  5.189  3.846  -1.630
H  2.759  3.127  0.444
H  -4.341  2.936  0.014
H  2.699  1.166  2.448
C  -3.417  -1.533  -2.056
C  3.066  -1.978  -1.028
C  4.429  0.316  1.393
H  -2.668  2.362  0.072
H  -6.108  1.829  -0.837
H  -1.940  -3.047  -1.477
H  2.809  4.059  -1.062
C  -2.174  -2.387  -2.326
C  3.800  -0.732  -1.559
H  -4.446  0.118  2.285
H  -0.410  -1.215  -0.664
P  -3.257  -0.636  -0.453
N  -0.733  1.313  1.757
H  -2.455  -3.029  1.287
H  -1.298  -1.757  -2.518
H  2.199  -1.716  -0.409
H  4.782  -1.855  1.269
H  -5.124  -1.614  0.653
N  0.253  2.853  3.364
C  -4.058  -1.572  0.919
H  -4.782  -3.128  -1.422
H  5.154  -1.974  -2.699
H  3.750  -2.611  -0.450
C  -0.028  3.257  4.589
H  2.707  -2.575  -1.874
H  1.772  2.616  -0.936
C  2.736  3.047  -0.649
H  5.498  3.163  -0.024

Repeat the second record exactly.
# C20H43BrN5O7

A cluster of 3 separate species, C20H43BrN5O7 in total (ωB97M-V with the def2-TZVPD basis set, the OMol25 dataset).

Properties
Spin multiplicity   1
Total energy   -4161.83854 Ha
HOMO   -10.48 eV
Lowest unoccupied orbital energy   -4.18 eV
Charge   +1
Maximum force   0.44 eV/A
Orbital gap   6.3 eV

Positions of all 76 atoms, in Å:
H  -0.974  -3.299  -8.460
H  0.761  -2.431  3.519
H  -0.597  -1.371  3.116
C  -0.712  5.829  1.095
H  -2.780  5.326  1.031
O  -2.373  3.063  2.039
H  -1.866  -1.242  -1.716
H  0.933  0.359  2.286
N  -1.441  5.370  4.597
H  0.801  -3.380  -8.432
H  1.159  4.860  1.439
H  -2.294  2.280  -1.635
N  -1.968  4.256  2.599
C  -0.120  -3.870  -8.099
N  -1.565  3.688  5.994
C  -1.234  -2.055  -2.095
H  0.949  -5.378  3.632
C  0.969  -4.377  -6.057
C  -2.012  5.472  1.790
H  3.517  1.205  2.791
H  1.116  -0.022  4.017
O  1.591  -2.312  -4.885
C  -2.051  1.392  0.338
C  1.199  -3.667  -4.744
C  0.573  -1.363  -5.146
O  2.642  -0.683  2.812
N  -1.846  3.186  4.742
H  0.324  -3.768  -4.097
C  0.588  5.696  1.845
H  1.100  -0.474  -5.502
H  -0.785  -0.051  -4.166
C  -0.205  -0.951  -3.918
C  -1.339  4.986  5.847
C  -2.843  1.633  -0.951
H  -2.709  0.934  1.079
H  1.179  6.600  1.699
H  4.329  -0.083  1.881
C  0.425  -1.649  2.836
C  -1.533  2.709  0.905
H  0.500  -0.693  -3.118
H  -1.710  -3.006  -1.864
H  0.809  -4.748  1.535
Br  -2.241  1.404  4.589
H  2.428  -4.650  0.815
O  2.305  -4.052  2.786
C  1.275  -0.407  2.997
C  1.426  -2.787  0.929
H  -0.105  -1.701  -5.932
C  -1.757  4.251  3.902
C  2.021  -5.151  3.623
H  -2.330  6.288  2.439
H  2.046  -4.159  -4.259
H  0.872  -5.452  -5.850
H  -3.093  0.706  -1.463
H  0.056  6.522  -0.495
H  2.319  -2.159  0.940
N  -0.837  6.237  -0.094
O  0.313  -2.118  1.511
H  1.131  -2.942  -0.110
H  -0.491  2.655  1.236
O  -1.079  -1.978  -3.490
H  -1.572  3.112  6.822
H  -1.203  0.732  0.156
H  -1.097  5.624  6.684
H  1.842  -4.234  -6.704
H  -3.780  2.134  -0.699
H  2.566  -6.049  3.313
H  0.457  5.547  2.916
C  1.729  -4.152  1.500
H  2.336  -4.881  4.629
C  3.360  0.330  2.149
H  -1.617  3.504  0.162
O  -0.202  -3.904  -6.692
H  -0.161  -4.875  -8.534
H  -0.266  -2.015  -1.584
H  2.846  0.648  1.234